[1]
27
Properties=species:S:1:pos:R:3:forces:R:3 method="wB97M-V/def2-TZVPD" e_tot_ha=-687.944069 homo_ev=-10.578 gap_ha=0.3920 max_force_ev_per_a=2.14 molar_mass_g_mol=162.14 e_above_lowest_ev=2.224 lumo_energy_ev=0.1 smiles=O.O.O.O.O.O.O.O.O total_charge=0
O 0.377573 -3.149312 -1.683228 0.37 -0.26 -0.22
H 0.261058 -3.985896 -1.232927 -0.09 -0.24 0.09
H -0.097315 -2.517785 -1.142976 -0.37 0.43 0.17
O -1.790219 2.400821 0.644054 1.12 0.71 0.09
H -1.761688 2.758377 -0.243401 0.21 0.11 -0.41
H -2.157319 3.107112 1.175665 0.04 0.31 0.39
O 0.519158 -0.026694 0.123547 -0.13 -0.28 -0.42
H 1.103107 0.376655 0.765837 0.36 0.20 0.25
H -0.355828 0.267564 0.376602 -0.36 0.02 0.11
O 2.828841 0.694388 1.760009 -0.01 -0.05 -0.18
H 3.206653 -0.182926 1.821788 0.06 -0.34 0.15
H 3.431514 1.175853 1.193253 0.19 0.27 -0.23
O -2.473194 -1.692656 -0.753489 0.36 -0.33 -0.05
H -2.899493 -0.884399 -0.468482 -0.25 0.46 0.50
H -2.884803 -1.897950 -1.592938 0.02 -0.12 -0.27
O 0.056341 -0.004217 -3.006582 -0.45 0.17 -0.33
H 0.232715 -0.109778 -2.071710 0.23 -0.10 0.47
H 0.870414 0.348307 -3.366078 0.24 -0.04 -0.04
O 2.805426 -1.571402 -1.555388 0.75 0.41 -0.05
H 2.335410 -2.374990 -1.777989 -0.54 -0.26 -0.09
H 2.583720 -1.409894 -0.638328 -0.29 0.02 0.09
O 1.182868 2.027879 3.515560 -0.47 0.38 0.23
H 1.459268 1.653296 4.351938 0.01 -0.04 0.20
H 1.768836 1.632480 2.870172 0.27 -0.21 -0.17
O -3.672095 0.859076 0.565862 -1.47 -1.53 -0.21
H -4.030371 1.088484 -0.291601 -0.30 0.08 -0.15
H -2.900576 1.417610 0.660833 0.50 0.22 0.08

---

[2]
81
Properties=species:S:1:pos:R:3:forces:R:3 method="wB97M-V/def2-TZVPD" e_tot_ha=-2981.321578 homo_ev="-10.421 / -10.673" gap_ha="0.2901 / 0.2987" max_force_ev_per_a=0.39 molar_mass_g_mol=582.78 e_above_lowest_ev=0.000 s2=0.768 lumo_energy_ev="-2.5 / -2.5" total_charge=+1 spin_multiplicity=2
Cr 0.003918 -0.212936 -0.033523 0.25 0.18 0.25
C -0.170751 -2.294298 0.870951 -0.06 -0.08 -0.01
C -1.277833 -1.564172 1.359944 -0.07 -0.01 0.01
C -2.036660 -1.155872 0.200747 0.07 -0.10 -0.02
C -1.336439 -1.690946 -0.936329 -0.03 -0.03 -0.05
C -0.204263 -2.420217 -0.529632 -0.01 0.04 -0.16
C 0.649006 -3.349466 -1.379439 0.04 -0.01 0.04
C 1.359000 -2.646421 -2.535897 -0.04 0.00 -0.01
C -0.295241 -4.415071 -1.957983 -0.02 -0.02 0.05
C 1.699356 -4.038198 -0.506132 0.01 0.05 0.00
C -3.474148 -0.626883 0.049074 -0.02 0.03 0.03
C -4.435506 -1.620054 0.725496 0.00 -0.01 -0.02
C -3.725933 0.777684 0.616233 -0.01 0.00 0.02
C -3.893300 -0.588604 -1.428308 0.00 -0.01 -0.01
C -1.569131 -1.627172 2.869970 -0.01 0.01 0.02
C -2.349970 -2.932333 3.131677 0.01 0.02 -0.01
C -2.355067 -0.446690 3.443207 0.00 -0.02 0.00
C -0.270109 -1.780489 3.685074 -0.01 0.01 -0.02
H 0.608724 -2.689794 1.495450 0.02 0.01 0.00
H -1.697902 -1.623137 -1.947619 0.03 -0.02 0.01
H 0.656756 -2.107764 -3.176073 -0.01 -0.01 -0.01
H 1.864104 -3.389675 -3.156148 -0.02 0.01 -0.01
H 2.100144 -1.935533 -2.177279 0.01 0.02 0.00
H -1.025336 -3.969805 -2.636479 0.00 0.00 0.01
H -0.838622 -4.928782 -1.162419 0.00 0.00 -0.01
H 0.276112 -5.157304 -2.517868 0.00 0.00 0.00
H 2.381731 -3.308636 -0.062079 -0.01 0.00 0.01
H 2.289995 -4.725900 -1.112575 0.00 0.00 0.00
H 1.234192 -4.613344 0.296774 0.02 -0.01 -0.01
H -4.419562 -1.537182 1.808078 0.00 -0.02 0.00
H -4.199930 -2.648880 0.447309 -0.01 0.00 0.01
H -5.455589 -1.405949 0.401245 0.01 0.00 0.00
H -3.167264 0.981636 1.525326 0.00 0.01 -0.02
H -4.789113 0.893338 0.839230 0.01 -0.01 0.01
H -3.474483 1.537850 -0.118054 -0.01 0.00 -0.01
H -3.906494 -1.586274 -1.870934 0.00 0.01 -0.01
H -3.255299 0.057894 -2.031580 -0.02 -0.02 0.02
H -4.907870 -0.191605 -1.487395 0.00 0.00 0.00
H -3.334782 -2.938619 2.676953 -0.02 -0.01 -0.01
H -2.473571 -3.067007 4.208437 0.00 0.00 -0.01
H -1.793623 -3.788763 2.746080 -0.01 0.00 0.01
H -3.360861 -0.381391 3.036305 0.03 0.01 0.01
H -1.848466 0.504236 3.271366 0.00 0.01 0.00
H -2.454917 -0.577420 4.522100 0.01 0.00 0.00
H 0.175834 -2.765516 3.546002 0.01 0.00 -0.01
H -0.508604 -1.688871 4.745408 -0.01 -0.01 -0.01
H 0.482027 -1.036736 3.443542 0.01 0.03 -0.02
O 1.766350 -0.639376 1.041197 -0.15 0.08 0.09
N 2.985789 -0.285273 0.653898 0.07 -0.02 -0.10
C 4.017651 -0.597489 1.469728 -0.02 -0.04 0.04
C 5.300100 -0.278420 1.123244 0.00 0.02 -0.03
C 5.527454 0.372425 -0.093662 -0.03 0.00 -0.01
C 4.463846 0.677966 -0.906120 0.06 0.01 0.02
C 3.157123 0.348237 -0.523325 -0.06 -0.03 0.00
S 1.744650 0.702749 -1.419042 -0.01 -0.07 -0.10
H 3.730139 -1.109738 2.375288 0.01 0.00 0.00
H 6.110061 -0.537451 1.788091 -0.01 -0.01 0.01
H 6.533396 0.630437 -0.394483 0.00 0.00 0.00
H 4.599495 1.178002 -1.854101 0.00 0.00 0.00
N -1.457363 2.931802 -0.061845 0.05 -0.04 -0.02
C -0.823218 2.632028 1.125685 -0.06 -0.07 -0.04
C -0.953174 3.602662 2.131399 -0.03 0.05 0.01
C -0.304217 3.438687 3.325878 0.00 -0.03 -0.01
C 0.483163 2.303346 3.493880 0.00 0.02 0.02
C 0.533833 1.391948 2.472737 0.01 0.00 -0.03
N -0.131795 1.503192 1.298009 0.01 0.11 0.05
C -1.453994 2.337420 -1.304518 -0.01 0.00 0.10
C -2.044715 3.077718 -2.341573 -0.03 0.04 -0.05
C -2.048696 2.575768 -3.615535 0.01 0.00 0.06
C -1.439437 1.342392 -3.842051 -0.01 0.01 -0.05
C -0.908440 0.678631 -2.770934 0.07 -0.04 0.00
N -0.939627 1.127290 -1.492144 -0.04 -0.01 -0.01
H -1.927959 3.820756 -0.046328 0.00 0.01 0.00
H -1.554952 4.482053 1.941841 0.00 0.00 0.00
H -0.393118 4.183180 4.105552 0.00 0.00 0.00
H 1.042457 2.125491 4.400548 0.00 -0.01 -0.01
H 1.141645 0.510417 2.551246 0.03 -0.04 0.00
H -2.477226 4.044989 -2.120912 0.00 0.00 0.00
H -2.498859 3.134476 -4.424737 0.00 0.00 0.01
H -1.378625 0.908975 -4.829237 0.00 -0.01 0.01
H -0.415398 -0.270322 -2.910908 0.01 0.02 0.00

---

[3]
82
Properties=species:S:1:pos:R:3:forces:R:3 method="wB97M-V/def2-TZVPD" e_tot_ha=-1692.366993 homo_ev="-14.470 / -14.470" gap_ha="0.2085 / 0.2065" max_force_ev_per_a=1.43 molar_mass_g_mol=614.80 e_above_lowest_ev=0.000 lumo_energy_ev="-8.8 / -8.9" total_charge=+2
Ru -0.184353 -0.023155 0.375104 0.42 -0.51 -1.27
N 0.176372 -0.095108 2.456436 -0.09 -0.24 -0.41
C 0.542852 1.257187 2.974255 -0.10 0.26 0.12
C 0.955619 2.160286 1.819401 0.06 -0.26 0.06
O 1.129596 3.332938 1.951097 0.10 -0.04 -0.04
O 1.075246 1.459119 0.703071 -0.07 0.57 -0.46
H -0.599198 -0.471774 2.994495 0.06 -0.14 0.02
H 0.967225 -0.729909 2.538836 -0.03 -0.03 0.20
H 1.369297 1.215028 3.682757 -0.06 -0.15 0.06
H -0.312869 1.707591 3.471976 -0.01 -0.12 0.09
C 0.562340 1.951528 -2.338412 -0.16 0.04 0.00
C 0.460570 0.426429 -2.379330 0.37 0.31 0.01
C -0.254069 -0.046064 -3.643154 -0.16 -0.17 0.11
C 1.831858 -0.203959 -2.207469 -0.10 -0.13 -0.08
C 2.768598 -0.016497 -3.212364 0.01 0.03 0.01
C 4.039023 -0.557642 -3.097803 0.00 0.02 0.06
C 4.411765 -1.204625 -1.932745 0.01 0.08 -0.04
C 3.524754 -1.385146 -0.875589 0.05 0.00 0.09
C 4.132988 -1.868159 0.443831 -0.05 -0.15 -0.06
C 3.420471 -1.433765 1.728775 0.01 0.09 -0.02
C 4.464104 -3.366591 0.455995 0.01 0.02 0.00
C 2.207692 -0.966190 -1.097081 -0.16 -0.06 -0.11
N 1.142784 -1.377087 -0.224362 0.28 0.11 1.07
C 1.050232 -2.583857 0.194956 -0.10 -0.17 -0.15
C -0.042254 -3.056305 1.035871 0.04 0.08 -0.02
C 0.162619 -4.182874 1.827954 0.00 -0.04 0.01
C -0.852974 -4.676794 2.631039 -0.01 -0.04 -0.05
C -2.124189 -4.111591 2.577724 0.02 0.05 0.00
C -2.379553 -3.048700 1.730954 -0.02 0.05 0.08
C -1.339012 -2.480400 0.991073 -0.05 -0.12 -0.23
N -1.537752 -1.317910 0.238345 0.00 0.35 0.75
C -2.817375 -1.042788 -0.288636 -0.07 -0.02 -0.21
C -3.518239 -2.033115 -1.018086 0.05 -0.02 0.08
C -4.827324 -1.747893 -1.377226 0.00 0.00 0.00
C -5.413114 -0.532433 -1.066716 -0.03 -0.01 0.02
C -4.679222 0.467142 -0.440953 0.04 0.02 -0.06
C -3.365644 0.248647 -0.073925 0.20 -0.18 0.06
C -2.620485 1.341236 0.663722 -0.37 0.01 0.15
C -3.008737 1.377740 2.140190 0.10 -0.01 -0.01
C -2.727216 2.715874 0.009601 0.01 -0.02 -0.06
C -2.863081 -3.294543 -1.555288 -0.07 -0.02 -0.02
C -3.543561 -4.569911 -1.054285 0.02 0.03 0.00
C -2.873322 -3.254911 -3.090564 0.04 0.03 0.02
H -0.423996 2.402528 -2.462295 0.00 -0.01 -0.02
H 1.184951 2.289012 -3.166873 -0.02 -0.02 -0.02
H 1.003411 2.309688 -1.412466 0.04 0.00 -0.01
H -0.235218 0.089477 -1.540314 -0.24 -0.02 0.08
H 0.231618 0.393004 -4.514382 0.02 -0.01 0.01
H -1.293962 0.283453 -3.648901 0.01 0.03 0.00
H -0.223182 -1.130905 -3.747068 -0.01 0.00 0.01
H 2.508719 0.556045 -4.092760 0.01 -0.01 -0.01
H 4.756716 -0.420494 -3.894918 0.00 -0.02 0.00
H 5.431944 -1.551353 -1.818438 0.02 0.06 0.03
H 5.092448 -1.346679 0.463936 0.00 0.00 -0.03
H 2.627347 -2.126679 2.028656 0.03 -0.02 0.01
H 3.004909 -0.426591 1.622303 0.03 0.01 0.02
H 4.139552 -1.412120 2.546870 -0.02 -0.02 0.01
H 3.599446 -3.976236 0.733010 0.00 -0.01 -0.03
H 5.247940 -3.574192 1.183973 -0.04 -0.02 0.04
H 4.818723 -3.704438 -0.517106 0.02 -0.01 0.01
H 1.788816 -3.312001 -0.130536 0.03 0.04 0.00
H 1.136282 -4.657436 1.832372 0.00 0.00 0.01
H -0.659440 -5.510844 3.291638 0.00 -0.02 -0.02
H -2.916691 -4.499655 3.203237 -0.01 -0.03 -0.03
H -3.368055 -2.612390 1.671996 0.00 0.01 0.05
H -5.396751 -2.483286 -1.929747 0.01 0.00 -0.01
H -6.444192 -0.346312 -1.336656 0.01 0.00 -0.02
H -5.146181 1.421108 -0.237073 0.01 0.01 -0.01
H -1.529276 1.120973 0.611203 0.03 0.61 0.16
H -4.074433 1.590433 2.225700 0.00 0.00 0.01
H -2.466960 2.164562 2.665455 -0.02 0.01 0.00
H -2.824265 0.418135 2.629860 -0.04 -0.01 0.01
H -3.733192 3.115676 0.134771 0.00 0.00 0.00
H -2.507163 2.669190 -1.056430 0.00 0.00 0.00
H -2.032659 3.411796 0.479883 -0.01 0.00 0.01
H -1.815094 -3.312312 -1.247875 -0.01 -0.02 0.02
H -4.585715 -4.606780 -1.373304 0.00 -0.01 -0.01
H -3.523279 -4.646994 0.032319 -0.02 -0.02 -0.01
H -3.039914 -5.443615 -1.467285 -0.02 -0.01 -0.01
H -3.890073 -3.316868 -3.478278 0.00 0.00 -0.01
H -2.314547 -4.102978 -3.486035 -0.01 0.00 0.00
H -2.423551 -2.336576 -3.471017 0.00 -0.01 -0.01

---

Please write out number 1 again, unchanged.
27
Properties=species:S:1:pos:R:3:forces:R:3 method="wB97M-V/def2-TZVPD" e_tot_ha=-687.944069 homo_ev=-10.578 gap_ha=0.3920 max_force_ev_per_a=2.14 molar_mass_g_mol=162.14 e_above_lowest_ev=2.224 lumo_energy_ev=0.1 smiles=O.O.O.O.O.O.O.O.O total_charge=0
O 0.377573 -3.149312 -1.683228 0.37 -0.26 -0.22
H 0.261058 -3.985896 -1.232927 -0.09 -0.24 0.09
H -0.097315 -2.517785 -1.142976 -0.37 0.43 0.17
O -1.790219 2.400821 0.644054 1.12 0.71 0.09
H -1.761688 2.758377 -0.243401 0.21 0.11 -0.41
H -2.157319 3.107112 1.175665 0.04 0.31 0.39
O 0.519158 -0.026694 0.123547 -0.13 -0.28 -0.42
H 1.103107 0.376655 0.765837 0.36 0.20 0.25
H -0.355828 0.267564 0.376602 -0.36 0.02 0.11
O 2.828841 0.694388 1.760009 -0.01 -0.05 -0.18
H 3.206653 -0.182926 1.821788 0.06 -0.34 0.15
H 3.431514 1.175853 1.193253 0.19 0.27 -0.23
O -2.473194 -1.692656 -0.753489 0.36 -0.33 -0.05
H -2.899493 -0.884399 -0.468482 -0.25 0.46 0.50
H -2.884803 -1.897950 -1.592938 0.02 -0.12 -0.27
O 0.056341 -0.004217 -3.006582 -0.45 0.17 -0.33
H 0.232715 -0.109778 -2.071710 0.23 -0.10 0.47
H 0.870414 0.348307 -3.366078 0.24 -0.04 -0.04
O 2.805426 -1.571402 -1.555388 0.75 0.41 -0.05
H 2.335410 -2.374990 -1.777989 -0.54 -0.26 -0.09
H 2.583720 -1.409894 -0.638328 -0.29 0.02 0.09
O 1.182868 2.027879 3.515560 -0.47 0.38 0.23
H 1.459268 1.653296 4.351938 0.01 -0.04 0.20
H 1.768836 1.632480 2.870172 0.27 -0.21 -0.17
O -3.672095 0.859076 0.565862 -1.47 -1.53 -0.21
H -4.030371 1.088484 -0.291601 -0.30 0.08 -0.15
H -2.900576 1.417610 0.660833 0.50 0.22 0.08